A molecular structure, C29H65AlBrCsF6N4O13PS2 in a non-equilibrium geometry. Source: OMol25; level of theory: wB97M-V/def2-TZVPD.

Last column: Mulliken charge in e.
Positions of all 123 atoms, in Å:
C  -5.144  -1.050  -3.288  -0.36
C  -6.410  -1.374  -2.286  -0.50
C  -6.176  -2.636  -1.267  -0.49
C  -4.609  -2.961  -0.909  -0.56
C  -3.892  -1.792  0.048  -0.24
C  -2.530  -1.340  -0.744  -0.47
C  -1.386  -0.632  0.259  0.66
C  -0.276  0.022  -0.689  -0.75
N  1.185  -0.460  -0.534  1.49
C  2.105  0.572  -1.056  -0.14
P  2.249  2.346  -0.535  0.87
O  0.996  3.301  -0.585  -0.71
O  3.305  3.073  -1.789  -0.37
O  3.113  2.752  0.920  -0.55
N  1.147  -1.581  -1.307  -0.29
C  2.069  -1.963  -2.330  -1.03
C  1.471  -1.527  -3.832  0.31
C  2.541  -0.664  -4.725  -1.33
C  1.468  -1.019  0.879  1.36
C  2.912  -1.873  0.915  -1.53
C  3.283  -2.530  2.364  -0.15
C  4.541  -3.599  2.166  -0.51
C  5.810  -3.202  3.132  -0.96
C  1.708  0.084  2.054  -1.38
C  0.626  1.257  2.303  -0.39
C  -0.611  0.816  3.341  -0.09
C  -0.683  1.921  4.596  -0.85
C  -0.939  3.462  4.085  -0.16
C  -0.892  4.554  5.349  -0.63
C  -2.408  5.054  5.798  -0.52
O  -3.412  3.992  5.627  -0.41
C  -3.499  3.287  6.919  -0.69
C  0.291  -2.004  1.447  -1.14
Br  0.415  -3.952  0.920  -0.10
O  -1.078  -1.601  1.255  -0.22
H  -4.517  -1.989  -3.602  0.02
H  -5.594  -0.589  -4.291  0.29
H  -4.526  -0.188  -2.792  0.06
H  -7.322  -1.657  -3.002  0.33
H  -6.778  -0.400  -1.704  0.26
H  -6.613  -3.601  -1.816  0.34
H  -6.861  -2.508  -0.298  0.03
H  -4.616  -3.990  -0.302  0.35
H  -3.935  -3.167  -1.855  0.25
H  -3.720  -2.306  1.085  0.16
H  -4.652  -0.895  0.094  0.30
H  -2.710  -0.662  -1.684  -0.12
H  -2.012  -2.333  -1.157  0.14
H  -2.003  0.250  0.779  0.24
H  -0.391  1.184  -0.611  0.63
H  -0.582  -0.196  -1.825  -0.24
H  3.217  0.136  -0.998  0.25
H  1.837  0.705  -2.218  -0.05
H  3.504  3.981  -1.363  0.31
H  3.916  3.330  0.749  0.34
H  0.271  -2.115  -1.335  0.08
H  3.219  -1.651  -2.251  0.34
H  2.120  -3.157  -2.401  0.41
H  0.543  -0.844  -3.620  -0.30
H  1.089  -2.482  -4.406  0.39
H  2.212  0.482  -4.699  0.39
H  2.493  -1.044  -5.851  0.39
H  3.612  -0.800  -4.262  0.27
H  3.825  -1.153  0.643  0.15
H  2.962  -2.752  0.152  0.46
H  3.653  -1.697  3.104  0.12
H  2.419  -3.113  2.895  0.31
H  4.903  -3.482  1.039  0.25
H  4.218  -4.724  2.313  0.33
H  6.761  -3.771  2.693  0.39
H  6.087  -2.044  3.072  0.08
H  5.707  -3.546  4.247  0.34
H  1.745  -0.431  3.136  0.48
H  2.844  0.432  1.927  0.32
H  0.174  1.800  1.383  0.10
H  1.201  2.108  2.917  0.43
H  -0.342  -0.204  3.846  0.08
H  -1.666  0.861  2.839  0.17
H  -1.581  1.668  5.340  0.24
H  0.315  1.894  5.237  0.27
H  -1.939  3.630  3.500  0.26
H  -0.070  3.824  3.351  0.20
H  -0.319  5.551  5.031  0.29
H  -0.369  4.109  6.310  0.25
H  -2.390  5.345  6.948  0.34
H  -2.759  6.019  5.222  0.29
H  -2.417  3.129  7.340  0.30
H  -4.027  2.250  6.777  0.27
H  -4.137  3.931  7.683  0.25
H  0.444  -2.067  2.632  0.71
C  -2.055  -2.237  -7.326  -0.42
C  -0.781  -1.494  -7.086  -0.29
O  -1.098  -0.648  -5.997  -0.21
C  -2.144  -1.226  -5.337  0.53
O  -2.564  -0.855  -4.253  -0.42
O  -2.656  -2.274  -6.046  -0.27
H  -1.881  -3.249  -7.702  0.30
H  -2.723  -1.711  -8.016  0.27
H  0.041  -2.155  -6.792  0.18
H  -0.471  -0.907  -7.955  0.33
N  4.613  4.155  -5.104  -0.21
S  5.949  3.451  -4.674  1.17
O  7.198  4.152  -4.952  -0.59
O  6.002  1.996  -4.748  -0.61
F  5.856  3.652  -3.087  -0.26
S  4.454  4.185  -6.668  1.05
O  3.415  5.101  -7.137  -0.58
O  4.505  2.921  -7.391  -0.67
F  5.770  4.929  -7.176  -0.26
N  7.955  -1.211  4.882  -0.52
H  8.579  -0.758  5.560  0.38
H  8.174  -2.213  4.832  0.37
H  6.980  -1.088  5.179  0.39
H  8.088  -0.785  3.957  0.39
F  -7.106  -1.289  1.748  -0.40
Al  -8.430  -2.084  2.674  0.84
F  -7.758  -2.806  4.181  -0.48
F  -9.173  -3.379  1.667  -0.47
F  -9.682  -0.862  3.101  -0.48
Cs  3.399  1.137  -7.169  1.09
O  -5.577  2.305  4.347  -0.59
H  -4.861  2.898  4.621  0.44
H  -5.748  2.553  3.426  0.30

Properties
**Charge**: +1
**Lowest unoccupied orbital energy**: -0.186 Ha
**HOMO energy**: -0.3854 Ha
**Kohn-Sham gap**: 5.4 eV